Below is a 9-piece molecular cluster, C35H85N3O11 overall in a non-equilibrium geometry, with properties calculated with the ωB97M-V functional and the def2-TZVPD basis.

Computed properties:
SMILES string: CC1(C)CCCC(C)(C)N1O.CC1(C)CCCC(C)(C)N1O.CC1(C)CCCC(C)(C)N1O.OCCO.OCCO.CO.CO.CO.CO
Max |F|: 0.0797 Eh/bohr
HOMO: -0.3002 Eh
Calculated total energy: -64658.901 eV

Last column: Löwdin charge in e.
Atoms and positions in Å:
C: -0.50 -5.59 5.08  -0.0453
C: -1.15 -4.55 4.23  -0.5171
C: -0.04 -4.00 3.33  -0.0169
C: -2.24 -5.27 3.38  -0.1443
C: -3.04 -4.34 2.50  -0.1926
C: -3.78 -3.41 3.42  -0.1503
C: -2.90 -2.64 4.40  -0.4949
C: -2.21 -1.46 3.62  -0.0181
C: -3.82 -2.07 5.46  -0.0518
N: -1.94 -3.61 5.02  -0.0849
O: -1.15 -2.92 5.96  -0.0148
H: 0.44 -5.20 5.41  0.0721
H: -1.02 -5.98 5.95  0.0984
H: -0.11 -6.42 4.47  0.0956
H: 0.20 -4.86 2.73  0.0820
H: -0.18 -3.16 2.72  0.0498
H: 0.90 -3.89 3.91  0.0896
H: -1.72 -6.05 2.86  0.0933
H: -2.99 -5.79 4.02  0.1378
H: -2.41 -3.88 1.70  0.1115
H: -3.80 -4.95 2.05  0.1011
H: -4.47 -4.08 4.03  0.1476
H: -4.33 -2.66 2.90  0.1092
H: -1.34 -1.04 4.14  0.0792
H: -2.96 -0.69 3.46  0.0817
H: -1.91 -1.85 2.59  0.0658
H: -4.70 -1.54 5.07  0.0911
H: -3.36 -1.30 6.07  0.0737
H: -4.11 -2.83 6.18  0.0878
H: -0.44 -2.55 5.42  0.0389
C: 4.62 0.66 0.31  -0.0212
C: 5.08 2.13 0.42  -0.5243
C: 6.45 2.20 1.10  -0.0592
C: 5.24 2.77 -0.94  -0.1565
C: 3.93 3.20 -1.51  -0.1676
C: 3.08 4.10 -0.60  -0.1069
C: 2.86 3.35 0.77  -0.4912
C: 2.16 4.31 1.75  -0.0364
C: 1.88 2.16 0.60  -0.0295
N: 4.23 3.04 1.28  -0.0282
O: 4.08 2.34 2.60  -0.0540
H: 3.74 0.59 -0.37  0.0554
H: 5.48 0.13 -0.08  0.0835
H: 4.34 0.20 1.28  0.0902
H: 7.28 1.89 0.39  0.1033
H: 6.68 3.18 1.59  0.0993
H: 6.49 1.45 1.91  0.0748
H: 5.95 3.55 -0.85  0.1097
H: 5.68 1.98 -1.49  0.1114
H: 4.16 3.71 -2.51  0.1408
H: 3.30 2.36 -1.62  0.0729
H: 2.08 4.40 -0.99  0.1028
H: 3.61 5.03 -0.29  0.1208
H: 2.83 5.16 1.96  0.0918
H: 2.07 3.79 2.71  0.0744
H: 1.24 4.67 1.36  0.0713
H: 2.00 1.54 -0.30  0.0470
H: 0.91 2.56 0.43  0.0485
H: 2.02 1.50 1.48  0.0889
H: 4.70 2.83 3.13  0.0805
C: -0.08 2.56 -6.29  -0.0496
C: -0.81 2.72 -4.96  -0.5039
C: -2.31 2.33 -5.19  -0.0194
C: -0.22 1.68 -4.02  -0.1041
C: -0.85 1.91 -2.57  -0.1427
C: -0.63 3.32 -2.09  -0.1753
C: -1.07 4.38 -3.02  -0.5344
C: -2.60 4.54 -2.80  -0.0121
C: -0.45 5.70 -2.65  -0.0282
N: -0.61 4.08 -4.40  -0.0682
O: -1.14 5.03 -5.29  -0.0193
H: -0.52 3.17 -7.05  0.0637
H: 1.03 2.71 -6.28  0.0989
H: -0.17 1.53 -6.69  0.0855
H: -2.81 3.26 -5.47  0.0789
H: -2.46 1.55 -5.96  0.0941
H: -2.80 2.08 -4.27  0.0452
H: -0.52 0.66 -4.32  0.1120
H: 0.83 1.75 -3.84  0.1137
H: -1.97 1.77 -2.49  0.1185
H: -0.41 1.12 -1.93  0.0744
H: 0.44 3.50 -1.96  0.1067
H: -1.03 3.48 -1.16  0.0705
H: -3.09 3.64 -3.18  0.0585
H: -2.99 5.36 -3.42  0.0927
H: -2.84 4.74 -1.76  0.0636
H: -0.90 5.83 -1.64  0.1035
H: -0.81 6.52 -3.29  0.0861
H: 0.65 5.68 -2.72  0.0906
H: -0.38 5.58 -5.48  0.0992
O: 1.72 -0.47 -1.75  -0.0814
C: 2.42 -1.64 -1.78  -0.2715
C: 2.08 -2.72 -0.71  -0.2413
O: 0.76 -3.20 -0.80  -0.0988
H: 0.78 -0.57 -2.01  0.0635
H: 2.17 -2.14 -2.75  0.1197
H: 3.53 -1.41 -1.77  0.1340
H: 2.16 -2.28 0.31  0.1149
H: 2.84 -3.54 -0.77  0.1260
H: 0.43 -3.22 -1.73  0.0940
O: -0.86 -1.75 -2.71  -0.1008
C: -1.30 -2.23 -3.97  -0.2213
C: -2.19 -3.48 -4.05  -0.2411
O: -3.34 -3.19 -3.30  -0.0530
H: -1.61 -1.58 -2.12  0.0798
H: -1.89 -1.42 -4.49  0.1271
H: -0.33 -2.34 -4.51  0.1289
H: -1.72 -4.37 -3.67  0.0962
H: -2.51 -3.63 -5.09  0.1247
H: -3.29 -3.66 -2.47  0.0634
C: -1.17 -0.24 0.75  -0.1653
O: -1.65 -1.38 0.11  -0.1134
H: -0.24 -0.53 1.27  0.0880
H: -0.74 0.53 0.03  0.0749
H: -1.89 0.22 1.39  0.0613
H: -0.87 -1.93 0.00  0.0487
C: -3.09 3.42 0.71  -0.1680
O: -1.76 3.59 1.16  -0.1355
H: -3.48 4.47 0.40  0.1118
H: -3.17 2.78 -0.15  0.0616
H: -3.74 3.14 1.49  0.0599
H: -1.45 2.70 1.41  0.0694
C: -1.88 -6.27 -0.32  -0.1362
O: -2.27 -5.63 -1.52  -0.1175
H: -2.70 -6.59 0.29  0.0712
H: -1.21 -7.12 -0.54  0.0940
H: -1.35 -5.57 0.27  0.0492
H: -2.69 -6.21 -2.14  0.0803
C: 1.83 -0.77 4.06  -0.2143
O: 1.22 -1.45 5.03  -0.1172
H: 1.28 0.17 3.85  0.0866
H: 2.85 -0.46 4.22  0.0712
H: 1.76 -1.37 3.11  0.0902
H: 0.98 -0.95 5.83  0.1193

***

Below is C35H87AlCl2F2NO27S9 as an isolated structure in a non-equilibrium geometry, with properties calculated with the ωB97M-V functional and the def2-TZVPD basis.

Computed properties:
Charge: -1
Energy above the lowest of the compared OMol25 structures with the same formula, charge and spin: 105.8 kcal/mol
Max |F|: 0.1212 Eh/bohr
HOMO: -0.1656 Eh
Calculated total energy: -229068.263 eV

Last column: Löwdin charge in e.
Atoms and positions in Å:
C: 6.39 -2.85 1.79  -0.2005
N: 6.06 -2.04 0.56  -0.2216
C: 4.72 -1.36 0.76  -0.2834
Al: 3.10 -2.62 0.42  0.2970
F: 2.02 -1.68 -0.88  -0.3362
C: 3.59 -4.40 -0.46  -0.2439
C: 4.10 -5.57 0.57  -0.2456
C: 2.90 -6.16 1.57  -0.1442
F: 3.50 -6.22 2.94  -0.1860
C: 2.07 -2.81 2.21  -0.5411
Cl: 2.95 -3.14 3.86  0.4153
C: 0.57 -2.71 2.32  -0.6419
C: -0.41 -2.47 0.99  -0.1416
Cl: -0.36 -2.85 3.97  0.4319
H: 6.95 -2.21 2.63  0.0908
H: 7.15 -3.69 1.45  0.0799
H: 5.48 -3.40 2.28  0.0447
H: 6.03 -2.62 -0.31  0.0642
H: 4.71 -0.44 0.01  0.0641
H: 4.65 -0.87 1.85  0.0743
H: 4.44 -4.19 -1.25  0.0472
H: 2.64 -4.80 -1.00  0.0655
H: 4.41 -6.50 -0.11  0.0950
H: 5.09 -5.30 1.18  0.0961
H: 1.93 -5.51 1.51  0.1058
H: 2.64 -7.28 1.24  0.1189
H: -0.32 -1.32 0.75  0.0893
H: 0.07 -3.05 0.07  0.0765
H: -1.50 -2.83 1.19  0.0730
O: -4.22 2.53 4.29  -0.2818
S: -4.19 2.08 5.66  0.6347
O: -3.41 2.75 6.68  -0.3007
O: -3.81 0.49 5.68  -0.2616
C: -2.62 0.07 5.03  -0.2774
C: -1.39 0.39 5.85  -0.0747
C: -5.86 1.92 6.25  -0.1254
H: -2.56 0.50 4.02  0.1210
H: -2.69 -1.02 4.91  0.1027
H: -1.24 1.48 5.91  0.0611
H: -0.50 -0.05 5.40  0.0711
H: -1.49 0.02 6.87  0.0862
H: -6.44 1.37 5.51  0.0746
H: -6.27 2.92 6.38  0.0732
H: -5.85 1.39 7.20  0.0739
O: 7.61 -0.20 -2.96  -0.2902
S: 7.68 1.13 -2.40  0.6261
O: 6.84 1.55 -1.30  -0.2748
O: 7.56 2.22 -3.60  -0.2700
C: 6.44 2.16 -4.47  -0.2792
C: 5.19 2.71 -3.80  -0.0766
C: 9.37 1.46 -1.96  -0.1242
H: 6.28 1.13 -4.82  0.1179
H: 6.67 2.76 -5.35  0.1203
H: 4.87 2.08 -2.97  0.0741
H: 4.36 2.77 -4.52  0.0787
H: 5.38 3.71 -3.39  0.0841
H: 10.02 1.20 -2.80  0.0710
H: 9.62 0.86 -1.09  0.0789
H: 9.47 2.52 -1.72  0.0725
O: -0.66 1.87 9.21  -0.2810
S: -0.06 3.10 8.72  0.6165
O: 0.74 3.14 7.52  -0.2838
O: 0.76 3.81 9.93  -0.2797
C: 1.76 3.06 10.61  -0.2769
C: 3.03 2.95 9.78  -0.0732
C: -1.34 4.33 8.57  -0.1056
H: 1.38 2.07 10.89  0.1168
H: 1.99 3.60 11.54  0.1214
H: 2.86 2.35 8.88  0.0758
H: 3.83 2.48 10.36  0.0815
H: 3.36 3.94 9.45  0.0749
H: -1.93 4.34 9.49  0.0818
H: -1.97 4.05 7.73  0.0437
H: -0.88 5.30 8.39  0.0520
O: -1.26 -3.10 -5.18  -0.2962
S: -1.38 -2.79 -3.77  0.6230
O: -1.60 -3.81 -2.77  -0.2879
O: -2.50 -1.62 -3.58  -0.2775
C: -3.80 -1.83 -4.11  -0.2703
C: -4.61 -2.78 -3.24  -0.0733
C: 0.03 -1.83 -3.28  -0.1228
H: -3.74 -2.19 -5.14  0.1161
H: -4.30 -0.86 -4.13  0.1133
H: -4.19 -3.79 -3.27  0.0721
H: -5.64 -2.84 -3.59  0.0584
H: -4.60 -2.46 -2.20  0.0920
H: 0.18 -1.02 -4.01  0.0577
H: 0.90 -2.49 -3.27  0.0819
H: -0.14 -1.43 -2.28  0.0670
O: 0.52 9.32 9.75  -0.2886
S: 1.86 9.33 9.19  0.6239
O: 2.17 10.02 7.96  -0.2880
O: 2.40 7.80 9.09  -0.2619
C: 1.62 6.85 8.38  -0.2775
C: 1.75 7.02 6.88  -0.0615
C: 2.99 9.89 10.44  -0.1273
H: 0.57 6.90 8.70  0.1033
H: 1.99 5.86 8.66  0.1061
H: 1.31 7.97 6.56  0.0714
H: 1.25 6.21 6.35  0.0832
H: 2.80 7.04 6.59  0.0892
H: 2.80 9.34 11.37  0.0734
H: 2.83 10.95 10.60  0.0749
H: 4.01 9.71 10.10  0.0742
O: -3.66 1.79 -3.74  -0.2974
S: -2.57 2.08 -2.83  0.6262
O: -2.48 1.48 -1.52  -0.2691
O: -2.41 3.69 -2.68  -0.2654
C: -3.55 4.45 -2.29  -0.2806
C: -3.82 4.31 -0.80  -0.0752
C: -1.03 1.78 -3.68  -0.1006
H: -4.43 4.17 -2.88  0.1150
H: -3.33 5.50 -2.52  0.1214
H: -4.13 3.30 -0.55  0.0729
H: -4.61 5.00 -0.49  0.0801
H: -2.91 4.53 -0.22  0.0885
H: -1.07 2.27 -4.65  0.0719
H: -0.92 0.71 -3.80  0.0409
H: -0.22 2.18 -3.07  0.0856
O: -8.85 -2.75 -1.37  -0.2830
S: -8.61 -3.79 -2.35  0.6225
O: -8.07 -3.49 -3.66  -0.2932
O: -9.95 -4.69 -2.52  -0.2690
C: -11.17 -4.03 -2.84  -0.2806
C: -11.22 -3.64 -4.31  -0.0793
C: -7.59 -5.04 -1.61  -0.1144
H: -11.33 -3.16 -2.19  0.1165
H: -11.98 -4.74 -2.64  0.1216
H: -10.48 -2.86 -4.53  0.0711
H: -12.21 -3.25 -4.57  0.0796
H: -10.99 -4.50 -4.95  0.0850
H: -8.01 -5.31 -0.64  0.0757
H: -6.59 -4.63 -1.49  0.0713
H: -7.56 -5.91 -2.27  0.0774
O: -6.14 1.66 -7.78  -0.2860
S: -4.81 1.67 -8.34  0.6241
O: -4.50 2.36 -9.57  -0.2953
O: -4.27 0.14 -8.45  -0.2652
C: -5.05 -0.82 -9.15  -0.2785
C: -4.92 -0.64 -10.65  -0.0806
C: -3.68 2.22 -7.09  -0.1215
H: -6.10 -0.77 -8.84  0.1167
H: -4.68 -1.81 -8.87  0.1245
H: -5.36 0.30 -10.98  0.0688
H: -5.42 -1.45 -11.18  0.0788
H: -3.86 -0.62 -10.95  0.0854
H: -3.87 1.67 -6.17  0.0489
H: -3.84 3.29 -6.93  0.0809
H: -2.65 2.05 -7.44  0.0766
O: 4.96 -4.19 -4.18  -0.2823
S: 6.29 -4.18 -4.74  0.6215
O: 6.60 -3.49 -5.98  -0.2955
O: 6.83 -5.71 -4.85  -0.2701
C: 6.05 -6.66 -5.55  -0.2801
C: 6.18 -6.49 -7.06  -0.0823
C: 7.42 -3.62 -3.49  -0.1135
H: 5.00 -6.61 -5.24  0.1180
H: 6.42 -7.65 -5.28  0.1212
H: 5.74 -5.54 -7.38  0.0698
H: 5.68 -7.30 -7.59  0.0776
H: 7.24 -6.47 -7.35  0.0827
H: 7.23 -4.17 -2.57  0.0738
H: 7.26 -2.56 -3.34  0.0487
H: 8.45 -3.80 -3.84  0.0753

***

Below is C35H88AsF6N4O17 as an isolated structure in a non-equilibrium geometry, with properties calculated with the ωB97M-V functional and the def2-TZVPD basis.

Computed properties:
Charge: -1
Energy above the lowest of the compared OMol25 structures with the same formula, charge and spin: 0.0 kcal/mol
Max |F|: 0.0318 Eh/bohr
HOMO: -0.2374 Eh
Calculated total energy: -155634.771 eV

Last column: Löwdin charge in e.
Atoms and positions in Å:
As: 1.56 -0.24 -0.11  0.6791
F: -0.01 -0.82 -0.49  -0.2472
F: 2.09 -1.86 0.21  -0.2489
F: 3.14 0.29 0.38  -0.2543
F: 1.09 1.38 -0.41  -0.2381
F: 1.05 -0.09 1.53  -0.2511
F: 2.04 -0.40 -1.75  -0.2393
C: 1.33 -3.89 -2.24  -0.0634
C: -0.15 -4.18 -2.35  -0.1881
O: -0.34 -5.59 -2.18  0.0057
C: -1.47 -6.13 -2.65  -0.6038
O: -2.45 -5.54 -3.01  0.1251
O: -1.42 -7.47 -2.65  -0.0037
C: -0.21 -8.14 -2.30  -0.0497
H: 1.69 -4.16 -1.25  0.0764
H: 1.57 -2.84 -2.40  0.0649
H: 1.93 -4.45 -2.97  0.0778
H: -0.54 -3.89 -3.33  0.1297
H: -0.66 -3.62 -1.57  0.1098
H: -0.43 -9.20 -2.34  0.0902
H: 0.10 -7.86 -1.29  0.0949
H: 0.60 -7.92 -3.00  0.0951
C: 0.62 -2.30 3.88  -0.0554
C: -0.12 -2.48 5.17  -0.2109
O: -1.52 -2.19 4.99  0.0387
C: -2.36 -3.21 4.84  -0.6233
O: -2.04 -4.36 4.64  0.1084
O: -3.59 -2.74 4.91  0.0101
C: -4.62 -3.67 4.60  -0.0365
H: 0.28 -2.97 3.09  0.0856
H: 1.67 -2.59 4.01  0.0728
H: 0.59 -1.26 3.57  0.0641
H: 0.23 -1.83 5.97  0.1211
H: -0.01 -3.51 5.50  0.1173
H: -4.51 -3.99 3.55  0.0877
H: -5.56 -3.13 4.64  0.0954
H: -4.61 -4.52 5.27  0.0956
C: 4.58 6.86 0.58  -0.1085
O: 4.17 5.55 0.24  -0.2020
C: 4.79 4.55 1.01  -0.2385
C: 4.58 3.22 0.34  -0.2148
N: 5.32 3.13 -0.92  -0.0296
C: 4.93 1.95 -1.67  -0.2182
C: 5.76 1.78 -2.90  -0.2325
O: 5.42 2.80 -3.82  -0.1938
C: 5.99 2.63 -5.08  -0.1394
H: 5.66 6.97 0.45  0.0850
H: 4.27 7.12 1.60  0.0873
H: 4.06 7.52 -0.11  0.0848
H: 4.32 4.50 2.00  0.1122
H: 5.87 4.72 1.16  0.1253
H: 3.50 3.08 0.18  0.1094
H: 4.91 2.41 0.99  0.1091
H: 5.04 3.94 -1.47  0.1073
H: 3.88 1.97 -2.00  0.1095
H: 5.03 1.06 -1.04  0.0958
H: 5.54 0.80 -3.34  0.1255
H: 6.84 1.82 -2.66  0.1243
H: 5.65 3.45 -5.71  0.0847
H: 5.71 1.67 -5.55  0.0828
H: 7.09 2.65 -5.05  0.0854
C: -2.75 -2.96 0.93  -0.1075
O: -4.07 -3.33 0.63  -0.1721
C: -4.15 -4.69 0.30  -0.2394
C: -5.50 -5.03 -0.29  -0.2212
N: -6.53 -5.09 0.73  -0.0564
C: -7.79 -5.68 0.24  -0.2155
C: -8.32 -4.94 -0.96  -0.2469
O: -9.69 -5.29 -1.11  -0.1970
C: -10.30 -4.59 -2.17  -0.1276
H: -2.78 -1.96 1.39  0.0963
H: -2.12 -2.82 0.05  0.0754
H: -2.30 -3.57 1.73  0.0857
H: -3.91 -5.32 1.18  0.1251
H: -3.41 -4.94 -0.48  0.1120
H: -5.36 -5.97 -0.87  0.1261
H: -5.76 -4.28 -1.03  0.1216
H: -6.22 -5.75 1.43  0.1029
H: -8.57 -5.65 1.01  0.1189
H: -7.65 -6.74 -0.01  0.1202
H: -7.78 -5.22 -1.87  0.1227
H: -8.24 -3.86 -0.78  0.1328
H: -11.34 -4.90 -2.20  0.0842
H: -9.82 -4.84 -3.13  0.0869
H: -10.24 -3.51 -2.03  0.0870
C: 1.72 2.03 -7.63  -0.1371
O: 1.10 2.06 -6.38  -0.1870
C: 1.97 2.51 -5.36  -0.2256
C: 1.32 2.27 -4.01  -0.2202
N: 0.12 3.05 -3.85  -0.0350
C: -0.52 2.79 -2.56  -0.2219
C: -1.92 3.38 -2.55  -0.2380
O: -2.77 2.97 -3.59  -0.1891
C: -3.24 1.64 -3.43  -0.1012
H: 1.97 3.04 -7.99  0.0865
H: 1.00 1.64 -8.36  0.0839
H: 2.61 1.39 -7.64  0.0839
H: 2.18 3.58 -5.50  0.1280
H: 2.94 1.99 -5.41  0.1101
H: 2.08 2.53 -3.26  0.1111
H: 1.19 1.18 -3.93  0.1237
H: -0.52 2.83 -4.60  0.1062
H: 0.02 3.36 -1.80  0.0978
H: -0.51 1.73 -2.31  0.1029
H: -1.84 4.47 -2.62  0.1249
H: -2.36 3.17 -1.56  0.1141
H: -3.71 1.35 -4.36  0.0849
H: -3.97 1.60 -2.62  0.0877
H: -2.43 0.95 -3.19  0.0848
C: 1.36 4.03 1.90  -0.0838
O: 0.11 4.68 1.95  -0.1924
C: -0.62 4.57 0.77  -0.2415
C: -1.87 5.45 0.86  -0.2091
N: -2.43 5.62 2.20  -0.0508
C: -2.96 4.33 2.70  -0.2059
C: -3.39 4.44 4.14  -0.2322
O: -2.28 4.16 4.98  -0.1886
C: -2.65 4.02 6.33  -0.1279
H: 1.82 4.01 2.88  0.0871
H: 2.02 4.61 1.25  0.0776
H: 1.29 3.02 1.47  0.0786
H: -0.91 3.53 0.58  0.1153
H: 0.01 4.86 -0.08  0.1198
H: -2.63 5.05 0.18  0.1036
H: -1.64 6.44 0.44  0.1100
H: -1.60 5.75 2.79  0.0987
H: -2.24 3.52 2.59  0.1218
H: -3.82 4.06 2.07  0.1186
H: -4.18 3.69 4.32  0.1203
H: -3.78 5.44 4.37  0.1226
H: -3.05 3.02 6.53  0.0866
H: -3.39 4.78 6.62  0.0828
H: -1.76 4.18 6.93  0.0835
C: 4.39 -2.48 2.12  -0.1432
O: 5.43 -2.37 3.09  -0.1337
H: 3.88 -1.52 2.01  0.0537
H: 4.80 -2.63 1.12  0.0863
H: 3.70 -3.29 2.35  0.0775
H: 5.03 -2.04 3.90  0.0762
C: 6.86 -0.32 0.68  -0.1722
O: 7.52 -1.22 1.55  -0.1294
H: 5.77 -0.40 0.72  0.0542
H: 7.16 0.71 0.89  0.0760
H: 7.16 -0.54 -0.35  0.0759
H: 6.90 -1.54 2.21  0.0273
C: 3.29 1.27 3.60  -0.1575
O: 3.88 2.44 4.15  -0.1250
H: 3.70 0.35 4.05  0.0696
H: 2.20 1.22 3.71  0.0755
H: 3.49 1.28 2.53  0.0512
H: 3.73 2.43 5.10  0.0703